This record from the OMol25 dataset describes a 5-piece molecular cluster, C32H72F3O6PS overall. The level of theory is ωB97M-V/def2-TZVPD.

The SMILES is CCSCO[P@](=O)(OCOC(F)(F)F)OC[C@@H](C)O.CCCCCC.CCCCCC.CCCCCC.CCCCCC. The energy relative to the best compared isomer or geometry (same formula, charge and spin) is 7.9 kcal/mol. As for the LUMO energy: 0.41 eV. The net charge is 0.

Last column: Löwdin charge in e.
Geometry (Å):
1 C 4.57 0.79 -0.11  -0.149
2 C 4.23 1.13 -1.57  -0.519
3 S 2.79 2.26 -1.62  0.913
4 C 1.62 1.34 -2.66  -0.489
5 O 0.30 1.43 -2.12  -0.232
6 P -0.10 0.35 -1.01  0.392
7 O 0.53 0.57 0.29  -0.203
8 O 0.27 -1.08 -1.61  -0.105
9 C -0.34 -1.44 -2.84  -0.199
10 O -0.48 -2.83 -2.90  0.091
11 C -1.31 -3.42 -1.99  -0.640
12 F -2.04 -4.37 -2.63  0.155
13 F -0.59 -4.03 -1.02  0.154
14 F -2.16 -2.55 -1.42  0.167
15 O -1.68 0.33 -1.03  -0.155
16 C -2.35 1.35 -0.28  -0.125
17 C -2.77 2.56 -1.16  -0.391
18 C -2.03 3.80 -0.65  -0.038
19 O -2.45 2.33 -2.52  -0.019
20 H 4.17 -0.18 0.13  0.074
21 H 5.64 0.83 0.06  0.066
22 H 4.12 1.52 0.54  0.038
23 H 5.05 1.64 -2.05  0.049
24 H 3.98 0.23 -2.11  0.052
25 H 1.94 0.32 -2.79  0.072
26 H 1.59 1.81 -3.63  0.081
27 H -1.29 -0.94 -3.00  0.141
28 H 0.32 -1.19 -3.66  0.142
29 H -3.24 0.87 0.11  0.127
30 H -1.75 1.66 0.57  0.112
31 H -3.84 2.69 -1.06  0.117
32 H -2.28 3.96 0.40  0.086
33 H -2.31 4.66 -1.24  0.086
34 H -0.97 3.61 -0.73  0.084
35 H -1.79 2.97 -2.77  0.079
36 C 3.61 3.95 6.68  -0.114
37 C 2.22 3.68 6.12  -0.273
38 C 1.87 2.20 6.06  -0.232
39 C 2.76 1.36 5.15  -0.230
40 C 2.82 1.83 3.69  -0.267
41 C 1.47 1.77 2.98  -0.114
42 H 4.39 3.50 6.06  0.064
43 H 3.81 5.02 6.73  0.067
44 H 3.71 3.54 7.69  0.073
45 H 2.13 4.13 5.13  0.097
46 H 1.48 4.18 6.76  0.102
47 H 0.83 2.09 5.74  0.099
48 H 1.91 1.78 7.07  0.108
49 H 2.41 0.32 5.17  0.109
50 H 3.78 1.34 5.56  0.099
51 H 3.53 1.19 3.16  0.096
52 H 3.22 2.85 3.64  0.098
53 H 1.07 0.76 2.98  0.073
54 H 1.57 2.09 1.95  0.046
55 H 0.74 2.43 3.46  0.066
56 C -6.98 3.42 -0.37  -0.107
57 C -6.13 4.64 -0.04  -0.270
58 C -6.64 5.43 1.17  -0.227
59 C -8.03 6.02 1.01  -0.230
60 C -8.19 6.97 -0.18  -0.270
61 C -7.30 8.20 -0.11  -0.112
62 H -8.00 3.70 -0.63  0.066
63 H -6.56 2.88 -1.23  0.065
64 H -7.02 2.73 0.47  0.077
65 H -6.06 5.30 -0.91  0.101
66 H -5.11 4.31 0.18  0.085
67 H -5.92 6.22 1.41  0.101
68 H -6.65 4.76 2.05  0.110
69 H -8.29 6.57 1.92  0.109
70 H -8.77 5.22 0.92  0.101
71 H -9.24 7.29 -0.23  0.104
72 H -8.00 6.43 -1.12  0.097
73 H -7.51 8.77 0.80  0.075
74 H -7.47 8.86 -0.96  0.068
75 H -6.24 7.93 -0.10  0.064
76 C 7.23 -4.19 -4.32  -0.111
77 C 8.15 -2.96 -4.26  -0.269
78 C 7.82 -2.01 -3.11  -0.226
79 C 6.43 -1.39 -3.16  -0.230
80 C 6.12 -0.61 -4.43  -0.266
81 C 7.03 0.60 -4.64  -0.103
82 H 6.19 -3.91 -4.47  0.064
83 H 7.52 -4.85 -5.14  0.069
84 H 7.30 -4.76 -3.39  0.075
85 H 8.10 -2.43 -5.22  0.098
86 H 9.18 -3.30 -4.15  0.104
87 H 8.58 -1.22 -3.08  0.102
88 H 7.93 -2.56 -2.16  0.111
89 H 6.31 -0.73 -2.30  0.094
90 H 5.68 -2.18 -3.04  0.104
91 H 5.08 -0.26 -4.38  0.092
92 H 6.17 -1.26 -5.31  0.100
93 H 6.96 1.29 -3.79  0.067
94 H 6.75 1.15 -5.54  0.071
95 H 8.07 0.30 -4.74  0.067
96 C -4.12 -8.36 3.07  -0.113
97 C -3.17 -8.95 2.03  -0.272
98 C -1.85 -8.20 1.92  -0.230
99 C -1.97 -6.74 1.48  -0.225
100 C -2.67 -6.53 0.14  -0.266
101 C -1.94 -7.18 -1.04  -0.112
102 H -4.40 -7.34 2.82  0.064
103 H -5.04 -8.94 3.13  0.068
104 H -3.66 -8.36 4.06  0.074
105 H -3.67 -8.98 1.06  0.097
106 H -2.96 -9.99 2.30  0.103
107 H -1.19 -8.73 1.23  0.100
108 H -1.34 -8.22 2.89  0.109
109 H -0.97 -6.31 1.43  0.110
110 H -2.50 -6.17 2.25  0.102
111 H -2.75 -5.46 -0.05  0.089
112 H -3.70 -6.91 0.18  0.100
113 H -0.92 -6.79 -1.13  0.070
114 H -2.46 -6.98 -1.97  0.065
115 H -1.88 -8.26 -0.92  0.066



This record from the OMol25 dataset describes a 5-piece molecular cluster, C32H72FIN2O15S5 overall. The level of theory is ωB97M-V/def2-TZVPD.

The SMILES is CNCN[C@@](I)(CC(=O)F)[C@@H](S)OCCCCCCCCCCCCCOC.CCOS(C)(=O)=O.CCOS(C)(=O)=O.CCOS(C)(=O)=O.CCOS(C)(=O)=O. The energy relative to the best compared isomer or geometry (same formula, charge and spin) is 123.4 kcal/mol. As for the LUMO energy: -0.09 eV. The net charge is 0.

Last column: Löwdin charge in e.
Geometry (Å):
1 C 7.19 -1.42 2.87  -0.166
2 N 6.68 -1.17 1.49  -0.117
3 C 5.19 -0.89 1.47  -0.282
4 N 4.81 0.38 0.81  -0.057
5 C 5.32 1.61 1.42  -0.745
6 I 5.09 1.71 3.62  0.983
7 C 6.86 2.00 1.13  -0.129
8 C 7.49 1.45 -0.23  -0.301
9 O 8.47 0.67 -0.15  0.057
10 F 7.07 1.80 -1.55  -0.008
11 C 4.43 2.88 0.88  -0.648
12 S 4.11 2.83 -0.94  0.777
13 O 3.13 2.72 1.56  -0.332
14 C 2.26 3.84 1.23  -0.249
15 C 1.33 4.18 2.50  -0.160
16 C -0.21 3.98 2.04  -0.228
17 C -1.27 4.35 3.20  -0.213
18 C -2.79 4.45 2.67  -0.214
19 C -3.25 3.24 1.71  -0.226
20 C -4.52 2.43 2.29  -0.215
21 C -4.98 1.37 1.14  -0.212
22 C -5.56 -0.02 1.76  -0.196
23 C -6.78 -0.60 0.89  -0.192
24 C -6.36 -1.72 -0.19  -0.179
25 C -4.85 -1.62 -0.72  -0.157
26 C -3.78 -2.51 0.08  -0.239
27 O -4.34 -3.65 0.78  -0.239
28 C -3.71 -3.76 2.09  -0.116
29 H 6.74 -2.38 3.34  0.091
30 H 7.14 -0.53 3.57  0.034
31 H 8.32 -1.67 2.75  0.075
32 H 6.83 -2.06 0.98  0.108
33 H 4.75 -1.73 0.80  0.135
34 H 4.70 -1.07 2.50  0.104
35 H 5.02 0.27 -0.19  0.103
36 H 7.49 1.55 2.00  0.098
37 H 7.03 3.15 1.23  0.137
38 H 4.85 3.88 1.27  0.123
39 H 3.73 4.10 -1.33  -0.103
40 H 2.88 4.76 0.92  0.117
41 H 1.56 3.60 0.35  0.116
42 H 1.54 3.53 3.42  0.123
43 H 1.48 5.28 2.77  0.111
44 H -0.38 4.68 1.15  0.122
45 H -0.33 2.88 1.74  0.114
46 H -1.00 5.40 3.60  0.112
47 H -1.23 3.57 4.04  0.116
48 H -3.52 4.49 3.56  0.106
49 H -2.92 5.42 2.08  0.106
50 H -3.58 3.69 0.70  0.117
51 H -2.42 2.48 1.48  0.098
52 H -4.21 1.82 3.21  0.114
53 H -5.39 3.15 2.49  0.118
54 H -5.79 1.86 0.47  0.114
55 H -4.06 1.19 0.47  0.092
56 H -6.01 0.28 2.79  0.111
57 H -4.75 -0.79 1.98  0.087
58 H -7.51 -1.11 1.62  0.095
59 H -7.37 0.27 0.42  0.111
60 H -7.04 -1.56 -1.12  0.095
61 H -6.65 -2.74 0.24  0.097
62 H -4.85 -2.00 -1.81  0.110
63 H -4.43 -0.55 -0.76  0.100
64 H -2.96 -2.92 -0.64  0.131
65 H -3.22 -1.81 0.80  0.109
66 H -2.60 -3.99 1.93  0.097
67 H -4.16 -4.67 2.64  0.098
68 H -3.88 -2.84 2.75  0.088
69 C -13.17 -2.65 -0.65  -0.074
70 C -12.72 -3.15 0.71  -0.267
71 O -11.65 -4.10 0.59  -0.262
72 S -10.17 -3.54 0.24  0.604
73 C -9.28 -5.04 0.56  -0.113
74 O -9.79 -2.56 1.22  -0.281
75 O -10.10 -3.28 -1.18  -0.287
76 H -12.38 -2.06 -1.13  0.068
77 H -14.05 -2.01 -0.55  0.082
78 H -13.40 -3.48 -1.32  0.087
79 H -12.43 -2.33 1.37  0.116
80 H -13.55 -3.68 1.19  0.123
81 H -9.36 -5.27 1.63  0.076
82 H -8.24 -4.88 0.29  0.070
83 H -9.71 -5.84 -0.04  0.077
84 C -8.92 -2.31 -3.98  -0.077
85 C -8.90 -0.82 -3.71  -0.263
86 O -8.92 -0.06 -4.92  -0.266
87 S -10.31 0.04 -5.74  0.603
88 C -9.82 1.32 -6.86  -0.126
89 O -11.33 0.57 -4.86  -0.284
90 O -10.51 -1.17 -6.48  -0.283
91 H -9.87 -2.61 -4.43  0.074
92 H -8.80 -2.87 -3.05  0.049
93 H -8.13 -2.59 -4.67  0.086
94 H -9.72 -0.52 -3.05  0.118
95 H -7.97 -0.56 -3.19  0.112
96 H -9.63 2.23 -6.31  0.073
97 H -10.63 1.47 -7.57  0.076
98 H -8.92 0.99 -7.39  0.074
99 C 8.86 -0.43 -3.88  -0.070
100 C 8.28 0.92 -4.27  -0.276
101 O 8.59 1.25 -5.63  -0.266
102 S 7.78 0.48 -6.81  0.603
103 C 8.32 1.51 -8.15  -0.126
104 O 6.37 0.68 -6.61  -0.282
105 O 8.35 -0.83 -6.99  -0.284
106 H 8.38 -1.24 -4.43  0.070
107 H 8.71 -0.62 -2.81  0.070
108 H 9.93 -0.47 -4.10  0.086
109 H 7.20 0.95 -4.10  0.111
110 H 8.73 1.70 -3.65  0.117
111 H 7.93 2.52 -8.01  0.073
112 H 7.93 1.08 -9.07  0.076
113 H 9.41 1.52 -8.17  0.074
114 C 12.97 -1.93 6.31  -0.078
115 C 12.40 -0.58 5.90  -0.270
116 O 12.72 -0.27 4.54  -0.265
117 S 11.92 -1.04 3.36  0.607
118 C 12.47 -0.02 2.02  -0.118
119 O 10.51 -0.83 3.55  -0.290
120 O 12.48 -2.35 3.20  -0.279
121 H 12.49 -2.74 5.76  0.070
122 H 12.81 -2.11 7.37  0.081
123 H 14.04 -1.98 6.10  0.086
124 H 11.32 -0.54 6.06  0.116
125 H 12.85 0.19 6.52  0.122
126 H 12.09 0.99 2.15  0.074
127 H 12.09 -0.46 1.10  0.079
128 H 13.56 -0.02 2.00  0.075



| no. | frontier orbital gap (Ha) |
| --- | --- |
| 1 | 0.3409 |
| 2 | 0.3329 |